This record from the OMol25 dataset describes a molecular structure, C24H35F3IrN8O4S2Se at a distorted geometry. The level of theory is the ωB97M-V functional and the def2-TZVPD basis.

```
78
Properties=species:S:1:pos:R:3:lowdin_charge:R:1
Ir 0.171 -0.032 0.235 0.87
C 4.944 -0.455 0.828 -0.05
C 4.772 0.377 -0.432 -0.22
N 3.947 1.571 -0.202 -0.09
C 4.638 2.741 0.390 -0.17
C 4.387 2.882 1.882 -0.06
C 2.644 1.629 -0.405 -0.57
S 1.911 0.115 -1.094 0.76
N 2.048 2.785 -0.121 0.14
C 0.731 2.911 -0.170 -0.41
O -0.074 1.954 -0.382 -0.31
C 0.144 4.255 -0.021 -0.14
C -1.235 4.393 0.113 -0.01
C -1.790 5.651 0.268 -0.06
C -0.972 6.774 0.286 -0.06
C 0.404 6.641 0.156 -0.06
C 0.962 5.383 0.006 -0.01
H 5.480 -1.375 0.593 0.09
H 3.978 -0.704 1.264 0.05
H 5.517 0.078 1.585 0.08
H 4.333 -0.209 -1.237 0.07
H 5.733 0.735 -0.800 0.12
H 4.302 3.626 -0.147 0.11
H 5.696 2.598 0.177 0.12
H 3.321 2.940 2.090 0.07
H 4.858 3.796 2.243 0.08
H 4.803 2.046 2.441 0.07
H -1.860 3.511 0.113 0.11
H -2.860 5.759 0.381 0.11
H -1.408 7.757 0.409 0.11
H 1.039 7.515 0.176 0.11
H 2.032 5.262 -0.089 0.11
C -1.158 0.566 -3.283 0.01
N -2.004 -0.578 -2.948 -0.10
C -2.511 -1.463 -3.872 -0.01
C -3.337 -2.302 -3.210 -0.02
N -3.318 -1.924 -1.886 -0.11
C -4.087 -2.608 -0.847 -0.01
C -2.487 -0.872 -1.734 -0.59
Se -2.204 0.058 -0.113 0.89
H -0.683 0.354 -4.237 0.10
H -0.410 0.707 -2.509 0.02
H -1.771 1.462 -3.354 0.11
H -2.250 -1.402 -4.913 0.14
H -3.945 -3.119 -3.555 0.14
H -5.145 -2.543 -1.090 0.11
H -3.902 -2.124 0.107 0.06
H -3.775 -3.650 -0.800 0.10
F 0.838 -0.436 5.200 0.15
C 0.561 0.768 4.696 -0.67
F -0.583 1.198 5.211 0.16
F 1.536 1.609 5.025 0.15
S 0.445 0.679 2.861 0.47
O -0.254 1.856 2.450 -0.27
O 1.817 0.526 2.407 -0.32
O -0.333 -0.561 2.570 -0.40
C 0.559 -2.797 -1.009 -0.20
N 0.761 -4.222 -0.935 -0.08
C -0.398 -4.845 -0.300 -0.15
N -0.604 -4.326 1.049 -0.07
C -0.811 -2.904 0.976 -0.18
N 0.371 -2.172 0.349 -0.23
C 1.582 -2.565 1.189 -0.17
N 1.772 -3.990 1.246 -0.07
C 1.942 -4.500 -0.111 -0.15
C 0.590 -4.607 1.848 -0.14
H -0.341 -2.580 -1.588 0.12
H 1.426 -2.340 -1.489 0.08
H -0.241 -5.923 -0.255 0.13
H -1.287 -4.647 -0.906 0.12
H -0.973 -2.475 1.960 0.11
H -1.671 -2.704 0.339 0.07
H 1.422 -2.145 2.180 0.12
H 2.446 -2.094 0.720 0.09
H 2.104 -5.577 -0.079 0.13
H 2.814 -4.028 -0.567 0.13
H 0.452 -4.215 2.856 0.14
H 0.736 -5.686 1.905 0.13
```

- HOMO level (eV) = -11.2505
- charge = +1
- HOMO-LUMO gap (Eh) = 0.254
- largest force on an atom (eV/Å) = 1.645
- 2S+1 = 1
- energy relative to the best compared isomer or geometry (same formula, charge and spin) (eV) = 1.817
- electronic energy (eV) = -143570.056